{
  "formula": "C13H16Cl2CrN2",
  "method": "the ωB97M-V functional and the def2-TZVPD basis",
  "gap_ev": [3.54, 3.38],
  "homo_ev": [-1.58, -1.55],
  "spin_multiplicity": 4,
  "fmax_ha_per_bohr": 0.09618,
  "s2": 3.84,
  "total_charge": -1,
  "elements": ["H", "H", "H", "H", "Cl", "H", "Cl", "C", "H", "H", "H", "C", "H", "C", "C", "H", "H", "C", "C", "Cr", "C", "N", "C", "H", "H", "C", "H", "C", "H", "C", "C", "N", "H", "C"],
  "positions_angstrom": [[0.06112, 0.97456, 2.38992], [3.26204, 4.06151, 0.33612], [-0.42322, 0.23246, -3.16891], [2.08987, 2.30447, -0.97260], [1.69238, -0.39031, -1.26594], [-0.13357, -2.05237, -2.49818], [-1.73842, 1.77761, 0.19063], [-1.54239, -3.39568, -1.53668], [0.23036, -3.40126, -0.34272], [-2.63488, -3.38189, -1.39227], [-1.86766, 1.08909, -2.47935], [-1.14736, -2.05860, -2.14924], [-0.08325, -0.80899, 0.98452], [-1.38121, -2.39460, 0.72884], [1.90561, 2.44192, 0.08470], [-1.06866, -4.48141, 0.24215], [-1.06266, -2.60511, 1.77843], [-0.83610, -1.16548, 0.13221], [-1.29702, -0.78444, -1.23482], [-0.06862, 0.69689, -0.69006], [-0.85506, -3.52218, -0.20820], [3.41543, 5.43803, 3.61298], [0.80789, 1.66222, 1.97316], [-1.71887, -1.80746, -3.04710], [-1.28948, -4.21985, -2.22424], [1.43114, 2.59531, 2.77406], [-2.39231, -0.82319, -0.98358], [2.57111, 3.40475, 0.83668], [1.20104, 2.63672, 3.83777], [-0.90996, 0.54607, -2.23574], [2.31099, 3.51511, 2.20046], [1.02482, 1.63350, 0.66835], [-2.48117, -2.29040, 0.67208], [2.92809, 4.57298, 2.98657]],
  "lowdin_charge": [0.1165, 0.1144, 0.0385, 0.0884, 0.1607, 0.0699, 0.1331, -0.2237, 0.1168, 0.1064, 0.0490, -0.2160, 0.0961, -0.2579, -0.1299, 0.0828, 0.1097, -0.4041, -0.4932, 0.0048, -0.2303, 0.1331, -0.1385, 0.0988, 0.1061, -0.0018, 0.1130, 0.0027, 0.1217, -0.3209, -0.2200, -0.1572, 0.0952, -0.1644]
}

***

{
  "formula": "C31H50ClPTeYb",
  "method": "the ωB97M-V functional and the def2-TZVPD basis",
  "gap_ev": [3.10, 3.38],
  "homo_ev": [-0.97, -1.25],
  "spin_multiplicity": 2,
  "fmax_ha_per_bohr": 0.11081,
  "s2": 0.75,
  "total_charge": -1,
  "elements": ["H", "H", "C", "H", "H", "H", "H", "H", "C", "C", "H", "C", "C", "H", "H", "H", "H", "H", "C", "H", "C", "H", "H", "C", "H", "H", "H", "H", "H", "H", "C", "P", "H", "C", "H", "H", "H", "H", "C", "C", "H", "H", "H", "H", "C", "H", "H", "H", "C", "H", "C", "H", "C", "H", "H", "C", "H", "H", "C", "C", "H", "H", "C", "C", "H", "H", "H", "C", "Yb", "C", "H", "C", "C", "C", "C", "C", "Te", "H", "H", "H", "H", "C", "C", "Cl", "C"],
  "positions_angstrom": [[-2.79996, 4.34763, -3.92455], [-2.39660, -2.37926, 2.71669], [-1.25871, -1.87724, -0.52373], [-1.69922, -1.14008, 5.71146], [-2.59613, -0.93860, -5.80457], [-1.18647, -4.42736, 1.88473], [2.14964, -0.44962, -3.84672], [-1.90307, -0.98144, -3.29608], [-1.52663, -0.81491, -6.02192], [2.20939, 0.56537, -3.42351], [-2.96977, 3.59152, -0.97428], [0.48596, -3.36494, 1.00267], [-1.62744, -2.31699, 1.93360], [-2.76424, 5.42425, -2.53455], [1.33992, -2.83177, 1.48377], [3.72991, 2.07944, -3.21654], [4.32080, -0.04697, -0.09069], [-4.18842, 3.33480, -2.22599], [-0.37084, 2.95288, -3.13079], [0.11999, -2.08118, -6.60807], [-1.26565, -0.59426, 4.87160], [1.68521, 1.22733, -4.13260], [-0.23229, -3.51944, 3.06510], [0.05692, -0.84204, 4.49629], [-1.07942, -1.38183, 2.11692], [-1.46608, -2.80250, -6.86859], [-3.05687, 0.55617, 4.48846], [-0.32382, -0.16870, 0.24314], [2.42012, -1.25873, -1.31668], [-0.53642, 4.70363, -1.90283], [2.34798, -0.20729, -1.00579], [-0.28129, 0.25131, -2.12141], [-2.05930, 1.83172, 2.59251], [-1.00590, 1.95881, -2.14100], [0.33383, 1.49314, 1.96190], [0.72254, 2.97829, -3.02906], [0.12317, 0.32027, -5.19292], [0.68678, -1.56871, 5.01373], [-0.85778, -0.73814, -3.57088], [-0.87999, -2.19670, -6.16861], [0.85647, -4.38442, 0.78434], [1.83623, -0.23785, -0.02210], [-1.47270, 0.96435, -4.79947], [0.89487, -2.71789, -1.06804], [-0.91377, 4.36761, -2.87868], [-1.93401, 0.10529, -0.39212], [-2.79716, 1.63698, -3.32166], [-0.73167, 2.31569, -1.13008], [3.68617, 0.99034, -3.36478], [-3.11293, -1.55707, 0.56881], [-2.27595, -2.27004, 0.55516], [-3.01072, 1.23256, -1.61848], [-0.89988, 0.03226, -4.90322], [-0.16896, -3.85113, -4.95753], [5.47976, 0.72584, -2.18435], [-2.44532, 4.43785, -2.88944], [-2.68455, -3.25859, 0.30846], [-0.50372, 5.04606, -3.63603], [-2.02689, 0.36100, 4.18237], [-0.65382, -3.48084, 2.05213], [3.64249, 1.52063, -0.72985], [-1.75537, -3.23302, -4.48617], [-0.10158, -2.06829, -3.74285], [-1.00895, -0.47263, -0.57135], [1.55572, 1.63914, -1.67627], [-0.07694, -2.62980, -2.80142], [0.94320, -1.87013, -4.02371], [0.16999, -2.72083, -0.24680], [2.98894, 1.75985, 1.43994], [-0.75521, -2.93363, -4.82923], [4.60749, -0.77470, -2.50399], [4.47682, 0.28726, -2.25554], [1.53766, 0.59017, -2.03866], [-0.13310, 0.87295, 2.74371], [-2.53403, 1.95120, -2.29889], [0.61624, -0.13079, 3.40342], [2.56487, -0.70357, 2.87414], [-1.63197, -2.26223, -1.48630], [-1.45210, -0.26270, -6.96632], [-0.59243, 2.64914, -4.16502], [4.14559, 0.78790, -4.33981], [-3.10890, 3.35106, -2.03676], [-1.46634, 1.08093, 3.12147], [1.44390, 3.18473, 0.23685], [3.74702, 0.41849, -0.90857]],
  "lowdin_charge": [0.1085, 0.1044, -0.4041, 0.0969, 0.1143, 0.0963, 0.0969, 0.1291, -0.1955, -0.1993, 0.1182, -0.3556, -0.2180, 0.1061, -0.0131, 0.1172, 0.0850, 0.1079, -0.2009, 0.1111, -0.1111, 0.0943, 0.0927, -0.1894, 0.0743, 0.1040, 0.0914, 0.0891, 0.1138, 0.1042, -0.2371, 1.2015, 0.0977, -0.3836, -0.0039, 0.0973, 0.1053, 0.0756, -0.3550, -0.2077, 0.0798, 0.0235, 0.0823, 0.0010, -0.1918, 0.0840, 0.1075, 0.0775, -0.1879, 0.0989, -0.1764, 0.1007, -0.2018, 0.1112, 0.1069, -0.2043, 0.1079, 0.1101, -0.1196, -0.1978, 0.0228, 0.1171, -0.1944, -0.2637, 0.0244, 0.0717, 0.1016, -0.1732, 0.2426, -0.1906, 0.1173, -0.1900, -0.3782, -0.2006, -0.1989, -0.6927, 0.6196, 0.0879, 0.1079, 0.1009, 0.1086, -0.1935, -0.1085, -0.1222, -0.2862]
}